{"formula": "C5H10NO2", "method": "ωB97M-V with the def2-TZVPD basis set", "e_above_lowest_ev": 3.066, "total_charge": -1, "largest_force_ev_per_a": 3.3, "total_energy_ev": -10931.1981, "gap_ev": 6.7, "species": ["C", "C", "N", "C", "C", "C", "O", "O", "H", "H", "H", "H", "H", "H", "H", "H", "H", "H"], "positions_angstrom": [[-1.49, -1.82, -0.09], [-1.40, -0.39, 0.51], [-0.34, 0.34, 0.25], [-0.17, 1.43, 1.16], [0.61, -0.05, -0.78], [2.04, 0.65, -0.79], [2.45, 1.09, 0.37], [-2.40, -0.02, 1.12], [-1.81, -1.67, -1.11], [-0.65, -2.50, 0.01], [-2.31, -2.25, 0.40], [1.01, 1.44, 1.30], [-0.85, 1.30, 2.14], [-0.42, 2.41, 0.73], [0.73, -1.22, -0.63], [0.25, -0.01, -1.83], [2.00, 1.46, -1.57], [2.76, -0.19, -1.20]], "mulliken_charge": [-1.3209, 0.7477, 0.2094, -0.9415, -0.3731, -0.3305, -0.8798, -0.7183, 0.2760, 0.3760, 0.4069, 0.3986, 0.2657, 0.2347, 0.0914, 0.1755, 0.1856, 0.1967]}